Entry 1:
14
Properties=species:S:1:pos:R:3:forces:R:3:nbo_charge:R:1 method="wB97M-V/def2-TZVPD" homo_lumo_gap_ha=0.33254
C 1.3335 -0.5134 1.2678 0.1 -0.4 -0.5 -0.715
C 0.7883 0.6589 0.4940 0.5 1.6 0.7 0.538
O 1.3082 1.7742 0.5373 -0.7 -1.4 0.0 -0.527
C -0.5574 0.5452 -0.1451 -0.1 0.5 -0.2 0.169
O -1.4750 1.5498 0.1618 1.3 -0.6 0.0 -0.683
C -0.8906 -0.3874 -1.0500 -1.7 0.6 0.2 0.145
O -2.1878 -0.4222 -1.5514 0.9 0.2 0.3 -0.645
C 0.0466 -1.3189 -1.5896 0.7 -0.9 -0.3 0.226
N 0.8457 -2.0483 -2.0065 -0.9 0.8 0.4 -0.263
H 1.1840 -0.3203 2.3346 0.1 0.1 -0.1 0.254
H 0.8199 -1.4453 1.0233 0.1 0.1 0.0 0.233
H 2.3984 -0.6324 1.0563 -0.1 0.1 0.2 0.253
H -0.9370 2.2774 0.5467 -0.4 -0.4 -0.3 0.514
H -2.6768 0.2826 -1.0791 0.2 -0.4 -0.4 0.502

***

Entry 2:
10
Properties=species:S:1:pos:R:3:forces:R:3:nbo_charge:R:1 method="wB97M-V/def2-TZVPD" multiplicity=3 s2=2.011 homo_lumo_gap_ha="0.22290 / 0.25467"
C 0.0231 0.0316 0.1882 -6.7 0.8 0.2 0.095
C -2.4329 0.4648 -0.0969 2.2 1.4 0.0 -0.031
C 1.3246 0.4487 -0.0091 5.4 2.8 -1.2 -0.498
O -1.1144 0.8645 0.0610 2.6 -0.7 -0.6 -0.475
S -3.0416 -0.9978 0.0021 -0.2 -0.6 0.1 -0.037
S 2.5559 -0.7592 -0.0839 -0.8 0.7 -0.2 0.216
H -0.3185 -0.8785 0.5285 0.1 -2.2 0.7 0.178
H -2.7959 1.4536 -0.3436 -1.4 -0.3 0.0 0.196
H 1.7121 1.4384 -0.4237 -1.2 -1.5 0.7 0.244
H 1.9041 -1.6226 0.6896 0.0 -0.5 0.3 0.112

***

Entry 3:
73
Properties=species:S:1:pos:R:3:forces:R:3:lowdin_spin:R:1 method="wB97M-V/def2-TZVPD" multiplicity=3 s2=2.015 total_charge=-1 homo_lumo_gap_ha="0.26419 / 0.29975"
Ti 0.9617 -1.2289 -0.8491 -0.4 -0.6 0.0 0.974
F 5.6718 -2.6006 2.1143 -0.1 0.1 -0.1 0.000
C 4.6128 -1.7915 1.9907 0.0 -0.2 -0.1 0.000
F 3.9753 -1.7769 3.1697 0.0 0.1 -0.2 0.000
F 5.0562 -0.5559 1.7382 0.0 0.0 0.0 0.001
S 3.4975 -2.3847 0.6143 0.5 -0.4 0.3 0.024
O 2.4356 -1.3569 0.7129 -1.4 0.5 -0.1 0.018
O 3.1318 -3.6968 1.0493 0.1 0.0 -0.1 0.011
N 4.2148 -2.2661 -0.7184 0.4 0.0 -0.4 0.141
S 4.0299 -0.7354 -1.5015 0.9 0.1 0.2 0.234
O 5.0349 -0.6994 -2.5449 -0.1 -0.1 0.2 0.039
O 2.6401 -0.8603 -2.1154 -1.2 0.0 0.4 0.020
C 3.5263 1.5211 -1.1405 0.3 0.1 0.2 0.360
F 4.2924 2.1683 -0.2469 0.0 -0.1 -0.1 0.047
F 2.2619 1.5143 -0.6240 -0.2 0.0 0.0 0.049
F 3.4778 2.2787 -2.2499 -0.1 0.1 -0.2 0.078
C 1.8201 1.0558 2.6580 0.1 -0.1 0.1 0.000
C 0.8192 2.1642 2.5941 -0.1 0.1 0.0 0.000
C 0.9872 3.2914 3.3948 0.1 0.0 0.0 0.000
C 0.0634 4.3219 3.4083 0.0 0.0 0.0 0.000
C -1.0689 4.2381 2.6121 0.0 0.0 0.1 0.000
C -1.2547 3.1248 1.8107 0.0 0.0 -0.1 0.000
C -0.3189 2.0896 1.7779 -0.2 0.1 0.0 -0.001
P -0.6265 0.6041 0.7507 0.4 -0.5 0.0 0.000
C -2.1278 1.0352 -0.1899 -0.1 -0.1 -0.1 0.000
C -3.3146 0.3328 0.0253 0.1 0.0 0.1 0.000
C -4.4319 0.5601 -0.7601 -0.1 0.0 0.0 0.000
C -4.3766 1.5075 -1.7700 0.0 0.0 0.0 0.000
C -3.2005 2.2034 -1.9941 0.0 0.0 0.0 0.000
C -2.0612 1.9769 -1.2270 -0.2 -0.1 0.0 0.000
C -0.8060 2.7333 -1.5341 0.1 0.1 0.0 0.000
C -1.1977 -0.6012 1.9833 0.0 -0.1 0.0 0.000
C -1.7122 -0.2308 3.2207 0.0 0.0 0.2 0.000
C -2.0416 -1.1945 4.1613 0.0 0.2 0.0 -0.001
C -1.8470 -2.5366 3.8655 0.1 -0.1 0.0 0.000
C -1.3422 -2.9132 2.6346 -0.1 0.2 0.3 -0.002
C -1.0313 -1.9542 1.6640 -0.1 -0.3 0.1 -0.003
C -0.5638 -2.4141 0.3478 1.2 0.9 -1.2 -0.027
H 2.7393 1.3912 3.1371 0.0 0.0 0.0 0.000
H 2.0734 0.6793 1.6717 0.0 0.0 0.0 0.000
H 1.4314 0.2071 3.2283 0.0 0.0 0.0 0.000
H 1.8724 3.3525 4.0168 0.0 0.0 0.0 0.000
H 0.2285 5.1856 4.0401 0.0 0.0 0.0 0.000
H -1.8050 5.0317 2.6139 0.0 0.0 0.0 0.000
H -2.1463 3.0613 1.1997 0.0 0.0 0.0 0.000
H -3.3648 -0.4060 0.8150 0.0 0.0 0.0 0.000
H -5.3397 -0.0012 -0.5796 0.0 0.0 0.0 0.000
H -5.2423 1.6954 -2.3926 0.0 0.0 0.0 0.000
H -3.1460 2.9250 -2.8009 0.0 0.0 0.0 0.000
H -0.7777 3.0062 -2.5890 0.0 0.0 0.0 0.000
H 0.0898 2.1525 -1.3162 0.0 0.0 0.0 0.000
H -0.7422 3.6511 -0.9447 0.0 0.0 0.0 0.000
H -1.8252 0.8197 3.4572 0.0 0.0 0.1 0.000
H -2.4262 -0.8995 5.1292 0.0 0.0 0.0 0.000
H -2.0744 -3.2948 4.6043 0.0 0.0 0.0 0.000
H -1.1789 -3.9592 2.4080 0.0 0.0 0.0 0.000
H -1.3604 -2.5062 -0.3986 -0.2 -0.1 0.1 -0.001
H -0.0317 -3.3662 0.3993 -0.3 -0.1 0.0 0.000
N 0.5286 0.4253 -3.4793 0.1 -0.1 -0.3 0.001
C -0.2050 0.7203 -4.5709 0.3 0.0 0.3 0.006
C -1.4559 0.1893 -4.3704 -0.1 0.0 0.0 0.001
C -1.3838 -0.4475 -3.1240 0.1 0.0 0.1 0.006
N -0.1741 -0.2988 -2.6006 0.2 -0.3 0.2 0.002
H 1.5353 0.4508 -3.3455 0.0 0.1 0.0 0.000
H 0.2199 1.2756 -5.3883 0.0 0.0 0.0 0.000
H -2.3002 0.2416 -5.0335 0.0 0.0 0.0 0.000
H -2.1391 -0.9976 -2.5879 0.0 0.0 0.0 0.000
B -0.3641 -4.9012 -3.6656 0.2 0.1 0.0 0.003
C 0.3441 -3.8534 -2.7198 0.0 0.0 0.2 0.014
N 0.8134 -3.0713 -2.0084 -0.1 0.6 0.3 0.002
H -1.3332 -4.3417 -4.1265 -0.1 0.1 -0.1 0.001
H -0.6805 -5.8487 -2.9878 0.0 -0.1 0.1 0.001
H 0.4331 -5.1913 -4.5232 0.0 -0.1 -0.1 0.000

***

What did we get for relative energy (zero: lowest compared OMol25 entry of this formula, charge and spin)? Answer: 71.8 159.5 72.3 kJ/mol, in the order shown.